A structure of composition C37H54BiFN3O5PS2, computed with the ωB97M-V functional and the def2-TZVPD basis.

The value obtained for the total energy is -3434.54330 hartree. The value obtained for the energy relative to the best compared isomer or geometry (same formula, charge and spin) is 0.0 kcal per mole.

```
! wB97M-V def2-TZVPD RIJCOSX def2/J DEFGRID3
* xyz 2 1
Bi -0.17 0.48 -0.12
F -0.23 -2.01 6.39
C -0.35 -0.72 6.01
C -0.38 -0.42 4.69
C -0.64 0.89 4.28
C -0.67 1.22 2.87
O -0.14 0.38 2.07
C -1.21 2.48 2.53
C -1.42 3.39 3.53
N -1.21 3.16 4.83
C -1.31 4.23 5.81
C -2.51 4.33 6.70
C -2.30 5.34 5.62
C -0.88 1.87 5.24
C -0.75 1.56 6.60
C -0.48 0.27 7.02
N -0.36 -0.06 8.37
C -1.19 0.53 9.40
C -2.05 -0.54 10.06
N -1.16 -1.64 10.59
C -0.30 -2.23 9.50
C 0.51 -1.10 8.88
C -1.74 2.88 1.18
O -2.37 3.90 1.07
O -1.55 2.05 0.17
H -0.28 -1.21 3.95
H -1.78 4.37 3.25
H -0.34 4.49 6.23
H -2.36 4.61 7.74
H -3.30 3.61 6.54
H -1.98 6.34 5.88
H -2.97 5.30 4.77
H -0.87 2.34 7.34
H -1.85 1.29 8.98
H -0.56 1.01 10.16
H -2.72 -0.99 9.34
H -2.63 -0.13 10.89
H -1.73 -2.37 11.02
H -0.55 -1.26 11.31
H -0.96 -2.67 8.76
H 0.34 -3.00 9.93
H 1.15 -1.50 8.10
H 1.16 -0.66 9.65
O 2.25 0.40 0.33
P 3.52 0.43 1.18
C 4.11 -1.28 1.40
C 5.51 -1.47 2.03
C 6.55 -1.87 0.99
C 6.20 -3.22 0.34
C 4.68 -3.42 0.22
C 3.96 -2.08 0.08
C 4.67 1.57 0.35
C 5.95 1.96 1.13
C 7.09 2.34 0.19
C 6.54 3.12 -1.01
C 5.66 2.21 -1.88
C 5.01 1.08 -1.07
C 3.01 1.07 2.83
C 2.70 2.58 2.74
C 2.46 3.14 4.13
C 3.75 3.10 4.97
C 4.65 1.91 4.59
C 3.81 0.72 4.10
H 3.35 -1.66 2.09
H 5.45 -2.27 2.78
H 5.84 -0.58 2.56
H 7.53 -1.93 1.47
H 6.63 -1.09 0.23
H 6.63 -4.03 0.93
H 6.66 -3.27 -0.65
H 4.29 -3.93 1.11
H 4.45 -4.05 -0.64
H 2.90 -2.23 -0.13
H 4.38 -1.53 -0.76
H 4.03 2.46 0.22
H 6.27 1.14 1.78
H 5.73 2.81 1.78
H 7.61 1.44 -0.17
H 7.83 2.93 0.73
H 7.36 3.53 -1.60
H 5.96 3.97 -0.63
H 6.26 1.76 -2.67
H 4.89 2.81 -2.37
H 5.69 0.23 -1.00
H 4.10 0.73 -1.57
H 2.05 0.54 2.89
H 1.83 2.74 2.09
H 3.54 3.12 2.28
H 1.67 2.54 4.61
H 2.09 4.17 4.07
H 3.49 3.04 6.03
H 4.30 4.03 4.83
H 5.24 1.61 5.45
H 5.35 2.20 3.81
H 3.10 0.44 4.88
H 4.45 -0.15 3.95
C -5.57 0.13 -0.05
O -4.25 -0.38 -0.33
C -3.38 -0.61 0.61
S -3.52 -0.26 2.21
S -1.93 -1.35 -0.13
H -6.28 -0.59 -0.46
H -5.67 1.08 -0.56
H -5.73 0.26 1.02
*
```